1.
ORCA calculation (ωB97M-V/def2-TZVPD) on a molecular structure, C21H21ClIrN3O4.

- Kohn-Sham gap (Ha) = 0.2924
- charge = +2
- LUMO level (eV) = -6.856

Last column: Mulliken charge in e.
Atoms and positions in Å:
Ir  0.811593  1.509679  -0.800463  1.220
O  3.246412  4.167098  -1.685633  -0.540
Cl  2.739060  3.507914  -0.561719  1.731
O  3.376309  3.816525  0.652912  -0.534
O  2.826827  1.980278  -0.782207  -0.751
O  1.263090  3.674196  -0.444546  -0.621
C  -3.490128  1.275039  -1.398584  -0.894
C  -2.114811  1.290314  -1.660616  0.100
N  -1.219452  1.328489  -0.686353  0.050
C  -1.661124  1.354615  0.600252  0.366
C  -3.008541  1.345362  0.951279  0.659
C  -3.941783  1.304141  -0.102997  -0.703
C  -3.350080  1.394161  2.346850  -0.886
C  -2.392960  1.449204  3.300922  -0.862
C  -0.998093  1.458794  2.953526  0.748
C  0.061339  1.529142  3.878789  -0.769
C  1.357622  1.537599  3.424441  -1.090
C  1.621379  1.485369  2.052466  0.025
N  0.632448  1.418575  1.169150  0.134
C  -0.657958  1.409664  1.603899  -0.157
H  -4.178785  1.251869  -2.230872  0.461
H  -1.739451  1.276553  -2.674536  0.390
H  -5.002726  1.305142  0.112627  0.496
H  -4.396808  1.396817  2.621581  0.471
H  -2.663903  1.497357  4.347467  0.474
H  -0.151009  1.583396  4.939110  0.500
H  2.191225  1.601908  4.108974  0.462
H  2.628771  1.511607  1.660674  0.684
C  0.324873  -4.215762  -0.267722  -0.905
N  0.478828  -2.948896  0.511079  -0.040
C  -0.807915  -2.202289  0.577100  -0.820
C  1.626088  -2.071728  0.020775  -1.361
C  1.441698  -1.563247  -1.376075  0.998
C  1.813980  -2.359813  -2.464501  -0.406
C  1.715539  -1.904215  -3.768079  -0.886
C  1.262076  -0.617232  -4.020780  -1.150
C  0.890520  0.177725  -2.945716  -0.831
C  0.987365  -0.273310  -1.632342  0.903
H  -0.424215  -4.831976  0.222878  0.344
H  1.278634  -4.736555  -0.290351  0.367
H  0.003324  -3.966713  -1.274621  0.449
H  0.725687  -3.218229  1.464198  0.344
H  -1.060843  -1.872317  -0.427676  0.359
H  -0.682168  -1.344169  1.234146  0.268
H  -1.579493  -2.862624  0.964662  0.451
H  2.522193  -2.685036  0.108840  0.663
H  1.688973  -1.248438  0.731932  0.232
H  2.226913  -3.346613  -2.288339  0.540
H  2.017501  -2.540362  -4.588214  0.431
H  1.204337  -0.242394  -5.033499  0.472
H  0.557635  1.213394  -3.154070  0.416

Cartesian forces (eV/Å) of the 3 atoms listed first:
0.004 -0.036 0.007
0.010 0.017 0.011
0.008 -0.054 -0.057

2.
ORCA calculation (ωB97M-V/def2-TZVPD) on a molecular structure, C44H56FeINO4P4Te.

- Kohn-Sham gap (Ha) = 0.2581
- charge = 0
- LUMO level (eV) = 0.310

Last column: Mulliken charge in e.
Atoms and positions in Å:
Fe  0.279626  -0.202433  -1.560146  -0.957
C  1.642737  -3.116440  -3.091717  -1.548
P  1.717735  -1.949219  -1.665304  0.995
C  1.738999  -3.162825  -0.305627  -0.823
C  3.472568  -1.385856  -1.847929  -0.806
C  3.599758  0.075698  -2.300712  -1.193
P  2.064327  1.106863  -2.068470  1.892
C  2.171397  2.005762  -3.678982  -1.816
C  2.495165  2.567944  -1.056812  -1.409
H  2.511718  -3.774233  -3.069363  0.519
H  1.633309  -2.570517  -4.038582  0.370
H  0.740553  -3.728141  -3.041976  0.353
H  0.796227  -3.718902  -0.340765  0.239
H  1.796828  -2.637541  0.647257  -0.103
H  2.577515  -3.853984  -0.389146  0.618
H  3.964208  -2.041777  -2.566828  0.921
H  3.954475  -1.540171  -0.886022  0.004
H  3.827461  0.117136  -3.365397  0.638
H  4.408182  0.571183  -1.764984  0.441
H  3.127498  2.531254  -3.687094  0.541
H  1.371872  2.737950  -3.783315  0.382
H  2.140439  1.324427  -4.524818  0.434
H  2.368817  2.390719  0.004308  -0.170
H  1.835765  3.379838  -1.364514  0.469
H  3.529294  2.838764  -1.268423  0.544
I  -0.332450  -0.202545  -4.200747  0.254
C  -1.154806  1.727276  -3.954316  0.815
C  -1.664228  2.376366  -5.035348  -0.590
C  -2.179397  3.680996  -4.864629  -0.918
C  -2.160105  4.273579  -3.637413  -1.004
C  -1.629019  3.603323  -2.506665  0.950
C  -1.641105  4.192621  -1.222116  -1.127
C  -1.150986  3.510153  -0.145914  -1.193
C  -0.592969  2.227309  -0.311027  1.485
C  -0.530030  1.596528  -1.538775  0.719
C  -1.079384  2.291093  -2.657284  0.220
H  -1.681670  1.890011  -6.002652  0.458
H  -2.601255  4.202047  -5.715645  0.362
H  -2.563523  5.273287  -3.509532  0.421
H  -2.046113  5.192660  -1.106601  0.406
H  -1.197736  3.960852  0.840042  0.414
H  -0.188923  1.705013  0.556352  -0.547
C  -1.415882  -0.356280  4.607885  -1.483
C  -0.265707  0.364789  3.910302  1.615
C  -0.718193  1.698392  3.314935  -1.028
C  0.418245  -0.502513  2.844886  -0.119
C  1.088958  -1.759326  3.423923  0.300
O  0.191685  -2.835439  3.040807  -0.532
C  -0.625927  -2.307796  2.116950  0.318
N  -0.545161  -1.067374  1.891440  0.286
C  -1.605181  -3.186755  1.460080  -0.514
C  -1.885130  -4.430895  2.019138  -0.575
C  -2.953632  -5.174587  1.556152  -0.719
C  -3.739275  -4.674322  0.532112  -0.957
C  -3.421963  -3.470930  -0.075853  -0.336
C  -2.341778  -2.702538  0.357936  -0.008
P  -1.838578  -1.113360  -0.490320  1.805
C  -3.142242  0.018355  0.141124  0.910
C  -3.733501  -0.236798  1.381115  -1.104
C  -4.647657  0.647352  1.933210  -0.842
C  -5.006599  1.797781  1.243916  -0.936
C  -4.471709  2.033035  -0.013558  -1.151
C  -3.544345  1.153981  -0.557350  -0.140
C  -2.582034  -1.642971  -2.131680  0.152
C  -1.950623  -2.759862  -2.693509  0.158
C  -2.375411  -3.310676  -3.888232  -0.597
C  -3.451677  -2.740126  -4.563977  -0.827
C  -4.087662  -1.637244  -4.023432  -0.755
C  -3.663034  -1.097460  -2.808174  -0.607
H  -1.834503  0.271973  5.395779  0.526
H  -1.087515  -1.293568  5.065123  0.334
H  -2.214454  -0.587373  3.898690  0.097
H  0.508782  0.569247  4.657710  0.044
H  0.145763  2.285701  2.989569  0.225
H  -1.374641  1.535670  2.454563  -0.196
H  -1.267228  2.287248  4.054960  0.537
H  1.140040  0.120879  2.321175  -0.688
H  1.191545  -1.747937  4.508287  0.605
H  2.065026  -1.954772  2.983969  -0.849
H  -1.267934  -4.777215  2.839292  0.537
H  -3.189022  -6.132262  2.004398  0.420
H  -4.610795  -5.226715  0.201982  0.438
H  -4.042632  -3.126905  -0.889367  0.623
H  -3.475041  -1.141694  1.916034  0.385
H  -5.076582  0.438748  2.906703  0.456
H  -5.704940  2.500946  1.680981  0.403
H  -4.764135  2.911769  -0.574731  0.480
H  -3.134630  1.369317  -1.533455  0.684
H  -1.115359  -3.201758  -2.162150  0.342
H  -1.871832  -4.177182  -4.300941  0.435
H  -3.793355  -3.162390  -5.502070  0.344
H  -4.929495  -1.189650  -4.538820  0.455
H  -4.199900  -0.257009  -2.387565  0.399
C  6.705073  1.284207  1.900357  -1.211
C  5.359803  1.932134  1.632478  -0.013
O  4.472334  1.089035  0.888161  0.248
P  3.360603  0.107099  1.529239  -0.590
O  2.288944  -0.017582  0.480861  -0.325
Te  4.400321  -1.846429  2.383355  -0.449
O  2.737422  1.040095  2.702726  -0.149
C  3.010521  0.899065  4.105676  -0.170
C  2.705071  2.219308  4.778049  -1.264
H  7.342537  1.987595  2.443544  0.402
H  7.192565  1.015210  0.961386  0.302
H  6.587639  0.380190  2.496528  0.236
H  5.492861  2.825459  1.019682  0.309
H  4.882162  2.244411  2.564662  0.013
H  4.044603  0.598984  4.265171  0.517
H  2.380718  0.104657  4.513819  0.191
H  1.663203  2.500599  4.607937  0.217
H  3.342362  3.011316  4.380474  0.319
H  2.875337  2.137076  5.853583  0.410

Cartesian forces (eV/Å) of the 3 atoms listed first:
0.471 0.730 -0.020
-0.243 0.122 0.027
0.149 -0.586 -0.020

3.
ORCA calculation (ωB97M-V/def2-TZVPD) on a molecular structure, C10H10N2S.

- Kohn-Sham gap (Ha) = 0.2923
- charge = 0
- LUMO level (eV) = -0.120

Last column: Mulliken charge in e.
Atoms and positions in Å:
C  -2.681333  -1.314279  0.168670  -0.604
C  -1.903561  -2.025180  -0.748333  -0.400
C  -2.084501  -0.184995  0.720702  -0.564
C  -0.708207  -1.539217  -1.170574  -0.750
C  -0.806676  0.223982  0.361132  0.651
C  -0.136363  -0.463703  -0.637122  1.023
C  0.742871  2.179619  -0.137772  -0.510
C  1.428563  1.472423  -1.010896  -0.616
C  -0.283437  1.566515  0.768576  -1.108
C  1.149797  0.071159  -1.034470  -0.310
N  1.761958  -0.111597  1.492566  -0.590
N  2.278995  -0.419458  0.416120  0.267
S  3.750007  -0.984110  0.026919  -0.303
H  -3.623949  -1.681988  0.587945  0.364
H  -2.255334  -3.078033  -1.033507  0.271
H  -2.601037  0.394592  1.535299  0.331
H  -0.077929  -2.179282  -1.786794  0.358
H  0.868991  3.162880  0.180627  0.483
H  1.940621  1.798132  -1.923970  0.382
H  -1.123826  2.256029  0.694445  0.489
H  0.201586  1.378142  1.814263  0.275
H  1.794546  -0.511599  -1.661908  0.616
H  2.368214  -0.010030  2.378084  0.244

Cartesian forces (eV/Å) of the 3 atoms listed first:
0.853 0.007 0.610
-2.457 -2.244 0.244
-0.692 0.638 1.357

4.
ORCA calculation (ωB97M-V/def2-TZVPD) on a single C13H15N3O3 molecule.

- Kohn-Sham gap (Ha) = 0.2792
- charge = 0
- LUMO level (eV) = -0.550

Last column: Mulliken charge in e.
Atoms and positions in Å:
C  -4.084451  -2.060395  -1.156140  -1.166
C  -3.403780  -0.695574  -1.197761  -0.674
C  -3.017550  -0.177038  0.206237  0.048
C  -4.084593  0.768632  0.790661  -0.871
O  -5.338116  0.167299  0.952644  -0.549
N  -1.770727  0.543636  0.178739  -0.252
C  -0.535846  0.016394  0.138288  -0.125
C  -0.237612  -1.337423  0.253563  -0.395
C  1.076400  -1.762803  0.247228  -0.992
C  2.143648  -0.884681  0.127509  -0.368
N  3.446423  -1.449766  0.164501  0.967
O  4.411727  -0.723374  0.338029  -0.636
O  3.540372  -2.659352  0.029119  -0.627
C  1.899142  0.511464  -0.024042  0.900
C  2.877100  1.510481  -0.220301  -0.473
C  2.492480  2.817936  -0.375345  -0.525
C  1.129682  3.134171  -0.340622  -0.411
N  0.196056  2.234407  -0.176603  -0.525
C  0.548982  0.947477  -0.020964  0.971
H  -3.390992  -2.818035  -0.798531  0.291
H  -4.948367  -2.057414  -0.496137  0.304
H  -4.411922  -2.346943  -2.152737  0.376
H  -4.051032  0.033319  -1.692775  0.404
H  -2.493423  -0.775529  -1.795706  0.353
H  -2.913252  -1.031812  0.883778  0.299
H  -3.775720  1.084325  1.790373  0.446
H  -4.157107  1.661917  0.151027  0.380
H  -5.694832  -0.054269  0.084984  0.318
H  -1.786346  1.543290  0.011712  0.418
H  -1.026212  -2.063718  0.357670  0.310
H  1.300468  -2.814509  0.348383  0.480
H  3.920599  1.241343  -0.242749  0.499
H  3.225278  3.594633  -0.526979  0.396
H  0.787933  4.154282  -0.458831  0.432

Cartesian forces (eV/Å) of the 3 atoms listed first:
0.003 0.199 -0.153
0.033 -0.259 0.290
-0.224 -0.058 -0.180

5.
ORCA calculation (ωB97M-V/def2-TZVPD) on a single C2H5NO molecule.

- Kohn-Sham gap (alpha / beta) (Ha) = 0.3196 / 0.3380
- charge = 0
- LUMO level (alpha / beta) (eV) = 0.730 / 0.670

Last column: Mulliken charge in e.
Atoms and positions in Å:
C  -1.934519  0.072304  0.021758  -0.383
C  1.619732  -0.050346  0.023522  -0.620
N  0.299862  0.692804  -0.048986  -0.446
O  -0.666183  -0.186703  -0.082430  0.004
H  -2.425839  -0.783542  -0.235890  0.289
H  -2.280618  1.008385  0.011845  0.337
H  2.156465  0.522251  -0.665456  0.277
H  1.809620  -0.137739  1.117169  0.250
H  1.421484  -1.137414  -0.141531  0.293

Cartesian forces (eV/Å) of the 3 atoms listed first:
2.259 -1.591 0.033
-4.161 -1.425 2.052
0.684 0.303 0.154

6.
ORCA calculation (ωB97M-V/def2-TZVPD) on a molecular structure, C9H29NO7Y2.

- Kohn-Sham gap (Ha) = 0.1292
- charge = +4
- LUMO level (eV) = -16.169

Last column: Mulliken charge in e.
Atoms and positions in Å:
Y  2.736026  -23.148555  -7.434217  1.930
Y  3.174255  -25.463468  -4.375112  1.703
O  1.650646  -24.455782  -5.762786  -0.149
H  0.718501  -24.701058  -5.903572  0.202
O  4.208959  -23.986373  -5.820207  -0.750
H  5.086645  -23.588909  -5.678515  0.319
O  -1.485481  -23.186772  -5.874224  -0.615
H  -1.362396  -23.538906  -4.984303  0.352
H  -2.360150  -22.774415  -5.847391  0.346
O  -0.779459  -24.653382  -3.418006  -0.624
H  -0.673491  -25.344603  -2.757010  0.300
H  -0.029053  -24.065251  -3.290442  0.250
O  1.288106  -26.680508  -3.937757  -0.332
H  0.865059  -27.389591  -4.521138  0.256
H  0.893861  -26.814944  -3.058834  0.197
O  0.662257  -23.820218  -8.472589  -0.638
H  0.062901  -24.410709  -7.973564  0.347
H  0.850237  -24.312400  -9.297354  0.463
C  2.512671  -29.789999  -4.833081  -1.424
C  1.239606  -30.171107  -5.636027  0.555
C  0.294029  -30.929747  -4.623537  -1.165
C  -1.088734  -31.206709  -5.248797  -0.677
C  -1.747271  -29.860639  -5.579492  -0.998
C  -0.835075  -28.860450  -6.309209  1.275
N  0.545934  -28.866174  -5.811356  1.151
O  1.356071  -28.027324  -6.608521  -0.308
C  -0.962634  -29.123061  -7.849908  -1.702
C  -1.310038  -27.392991  -6.156361  -1.725
C  1.659119  -30.991383  -6.857367  -1.215
H  3.011312  -30.650030  -4.388781  0.470
H  2.264085  -29.175847  -3.954361  0.217
H  3.210116  -29.122767  -5.352233  0.172
H  0.787607  -31.882992  -4.425387  0.482
H  0.162689  -30.405531  -3.677403  0.325
H  -1.611030  -31.872670  -4.565614  0.439
H  -1.085699  -31.684768  -6.230381  0.312
H  -2.195584  -29.415862  -4.688567  0.429
H  -2.510782  -30.126958  -6.309330  0.349
H  -1.996583  -29.049749  -8.177340  0.509
H  -0.425130  -28.370140  -8.430358  0.322
H  -0.543695  -30.109809  -8.043874  0.426
H  -2.385861  -27.352750  -6.345107  0.504
H  -1.126761  -27.112978  -5.109054  0.454
H  -1.001939  -26.477253  -6.678816  -0.115
H  2.358698  -31.782010  -6.585612  0.433
H  1.976304  -30.470866  -7.760688  0.232
H  0.819933  -31.624688  -7.160392  0.405
H  1.607057  -28.408454  -7.466556  0.308

Cartesian forces (eV/Å) of the 3 atoms listed first:
-1.426 -1.464 2.121
-1.970 -0.121 -1.463
2.110 0.682 -0.856